[1]
C26H49ClN4OOs | ωB97M-V/def2-TZVPD

Positions of all 82 atoms, in Å:
1 Os 0.51653 -0.41289 -0.44422
2 Cl -0.02327 0.25324 -2.55390
3 C 2.28213 -3.73702 -0.10039
4 C 1.59652 -1.81082 -1.02646
5 N 1.24726 -3.11780 -0.76817
6 H 4.29515 -2.94343 0.44429
7 N 2.91556 -1.70446 -0.64445
8 H 2.18880 -4.74663 0.29706
9 C -0.15104 -3.66850 -0.87142
10 C 0.03021 -5.07927 -1.37119
11 C -0.84377 -3.67014 0.49105
12 H 0.54987 -5.68020 -0.62171
13 H -0.94511 -5.53029 -1.57732
14 H 0.61018 -5.04222 -2.29865
15 H -1.97125 -3.30816 -1.99410
16 H -0.48535 -2.84137 -2.87203
17 H -0.87378 -2.67721 0.96724
18 C -0.96318 -2.86750 -1.88215
19 H -0.34120 -4.35856 1.18201
20 H -1.88612 -4.01566 0.37738
21 H -1.12756 -1.81600 -1.55497
22 C 3.31289 -2.86605 -0.03153
23 C 3.71905 0.08158 0.88581
24 H 4.31706 -0.60025 1.50233
25 H 4.19589 1.07475 0.91827
26 C 3.63749 -0.39640 -0.55795
27 H 3.20373 1.63888 -1.26190
28 C 5.01392 -0.68507 -1.11106
29 H 4.90020 -1.10803 -2.11591
30 H 2.72895 0.17645 1.35406
31 H 1.76512 0.69725 -1.02920
32 H 5.52772 -1.39976 -0.46033
33 H 5.60310 0.23559 -1.17269
34 C 2.84871 0.60335 -1.38709
35 H 2.79162 0.34189 -2.44843
36 C -3.48013 3.06455 -0.99818
37 N -2.95081 1.84084 -0.59050
38 H -2.44390 5.02080 -1.20978
39 N -1.34265 3.26996 -0.47218
40 H -4.50795 3.17887 -1.34613
41 C -3.52599 0.46004 -0.69043
42 C -4.94002 0.58755 -0.16249
43 C -3.57557 -0.02164 -2.13862
44 H -5.49067 1.25675 -0.83550
45 H -5.42932 -0.38974 -0.13635
46 H -4.91273 1.00244 0.85172
47 H -2.79724 -1.54207 -0.14265
48 H -2.74928 -0.36382 1.17878
49 H -2.57072 -0.11185 -2.57224
50 C -2.61735 -0.47997 0.09959
51 H -4.18367 0.64596 -2.75711
52 H -4.04785 -1.01569 -2.16528
53 H -1.50083 -0.24594 -0.14281
54 C -2.46522 3.96851 -0.92780
55 C 0.75392 3.62624 -1.81439
56 H 0.26597 4.32357 -2.50458
57 H 1.80754 3.93653 -1.72571
58 C 0.10129 3.65670 -0.43023
59 H 1.93550 2.77848 0.38560
60 C 0.11519 5.08141 0.08537
61 H -0.41649 5.11445 1.04419
62 H 0.73808 2.61547 -2.24232
63 H 0.56785 1.56947 0.17369
64 H -0.38023 5.71993 -0.65717
65 H 1.14421 5.42505 0.23558
66 C 0.84123 2.66129 0.46533
67 H 0.57146 2.78678 1.52130
68 C -1.70389 2.02844 -0.19472
69 C -1.05202 0.97965 2.83052
70 C 0.02360 -0.09153 2.78238
71 C 1.22684 0.37667 3.57792
72 C -0.49684 -1.38700 3.37529
73 O 0.58473 -0.44896 1.45325
74 H -1.30936 1.13011 3.89125
75 H -1.97746 0.70346 2.32712
76 H -0.72091 1.94263 2.44209
77 H 0.96263 0.52270 4.63151
78 H 2.00846 -0.38384 3.49978
79 H 1.60915 1.31998 3.17572
80 H -1.43295 -1.69712 2.89967
81 H 0.25658 -2.16497 3.21533
82 H -0.67820 -1.27044 4.45193

Its total charge is -2. For the lowest unoccupied orbital energy (alpha / beta), the calculation gives 4.19 / 4.56 eV. Its gap between HOMO and LUMO (alpha / beta) is 1.32 / 4.41 eV. Its expectation value of S² is 6.018. The spin multiplicity is 5. The calculation puts the HOMO energy (alpha / beta) at 2.9 / 0.2 eV. The calculation puts the total energy at -50747.1890 eV.

[2]
C26H49N13NaS | ωB97M-V/def2-TZVPD

Positions of all 90 atoms, in Å:
1 Na -0.45239 0.19248 -0.18345
2 C -0.83825 1.62706 -3.20042
3 C -2.11006 -0.47611 -2.65686
4 N -2.17091 -1.44600 -1.56152
5 C -3.47779 -1.55514 -0.93349
6 C -3.75466 -0.51859 0.13258
7 C -4.99169 -0.51325 0.77364
8 C -5.23608 0.44848 1.73461
9 C -4.25069 1.38348 2.01845
10 C -3.04580 1.30965 1.33819
11 C -1.95546 2.33165 1.58815
12 N -1.09747 2.49513 0.42927
13 C -1.79904 3.12868 -0.67989
14 C -0.87863 3.63839 -1.76633
15 N -0.09809 2.60100 -2.43131
16 N -2.80819 0.36741 0.41952
17 H -1.88406 1.92722 -3.33576
18 H -0.39883 1.55529 -4.19695
19 H -2.25875 -0.95785 -3.63228
20 H -2.91605 0.24750 -2.51529
21 H -1.93109 -2.35746 -1.93051
22 H -3.54665 -2.54219 -0.47027
23 H -4.29881 -1.51202 -1.66348
24 H -5.74629 -1.24195 0.50571
25 H -6.18934 0.48465 2.24607
26 H -4.41994 2.16887 2.74367
27 H -1.34613 2.00941 2.43678
28 H -2.46492 3.26262 1.87623
29 H -0.25848 3.00941 0.67032
30 H -2.40214 3.98292 -0.33701
31 H -2.50474 2.40488 -1.09968
32 H -0.16800 4.34602 -1.32995
33 H -1.50118 4.20672 -2.47303
34 H 0.59510 3.04539 -3.01529
35 N -0.13267 -0.85337 1.92790
36 C -0.70085 -1.15318 2.88969
37 N -1.35767 -1.46669 3.99396
38 C -2.79223 -1.77338 3.81354
39 C -2.98991 -3.22308 3.39488
40 C -2.30448 -4.16778 4.38123
41 C -0.82602 -3.81573 4.54228
42 C -0.66123 -2.35692 4.94518
43 H -3.20046 -1.07336 3.08507
44 H -3.27490 -1.57703 4.77360
45 H -2.57061 -3.36305 2.39217
46 H -4.05810 -3.43802 3.32852
47 H -2.41287 -5.20163 4.05258
48 H -2.80204 -4.09323 5.35410
49 H -0.29543 -3.98544 3.59943
50 H -0.35612 -4.45323 5.29282
51 H 0.38427 -2.05681 4.98828
52 H -1.10499 -2.16979 5.92519
53 N 4.08819 -0.97228 -0.31835
54 C 3.58724 -2.22776 0.32425
55 C 2.12884 -2.37075 -0.06913
56 N 1.54333 -3.53563 0.57675
57 H 5.03701 -0.73438 -0.04078
58 H 3.44076 -0.16176 -0.05033
59 H 4.04187 -1.02148 -1.33751
60 H 3.69959 -2.11430 1.40082
61 H 4.19640 -3.06615 -0.01166
62 H 2.04207 -2.36976 -1.15904
63 H 1.62104 -1.47493 0.28953
64 H 1.65929 -4.36707 0.01090
65 H 0.55019 -3.39740 0.70877
66 N -0.85329 0.28440 -2.58462
67 C 0.39169 -0.29248 -2.55360
68 N 0.66536 -1.55538 -2.76472
69 C -0.13002 -2.57269 -3.05399
70 N -0.72041 -3.53756 -3.31468
71 C 5.23956 3.67267 0.14483
72 C 3.91888 4.01900 -0.52417
73 N 3.53574 3.05105 -1.54634
74 C 2.86321 1.90206 -1.33595
75 S 2.29461 1.50863 0.25104
76 N 2.64935 1.05460 -2.32739
77 C 3.04464 1.34905 -3.69382
78 C 4.47626 0.93146 -4.00766
79 H 5.50539 4.43278 0.87977
80 H 6.04670 3.61361 -0.58721
81 H 5.15798 2.71567 0.66074
82 H 3.98018 4.99134 -1.01412
83 H 3.12010 4.06843 0.21234
84 H 3.88112 3.22014 -2.47644
85 H 1.59283 0.47357 -2.32315
86 H 2.89320 2.40803 -3.94700
87 H 2.35202 0.78810 -4.32863
88 H 5.19313 1.42375 -3.34665
89 H 4.74034 1.17892 -5.03587
90 H 4.58737 -0.14754 -3.88776

Its total charge is +1. For the lowest unoccupied orbital energy, the calculation gives -1.97 eV. Its gap between HOMO and LUMO is 8.11 eV. The calculation puts the HOMO energy at -10.1 eV. The calculation puts the total energy at -62375.8460 eV. As for the energy above the lowest of the compared OMol25 structures with the same formula, charge and spin: 1.695 eV.

Question: Which formula does entry 2 have?
Answer: C26H49N13NaS

Question: What is the total charge in the first record?
Answer: -2